Molecular formula: C48H84F8O36
Method: DFT, the ωB97M-V functional and the def2-TZVPD basis

Positions of all 176 atoms, in Å:
C: 3.97474 1.48165 -4.06704
C: 3.85505 0.07554 -4.66189
O: 3.56237 -0.70783 -3.48545
C: 3.95250 -0.03855 -2.39954
O: 4.20522 -0.55303 -1.37337
O: 4.15537 1.30327 -2.65759
F: 4.97830 -0.36340 -5.25110
H: 3.12651 2.16432 -4.25790
H: 4.84179 2.00430 -4.47787
H: 3.02453 -0.09298 -5.37304
C: -2.33992 -5.75775 2.24041
C: -1.56561 -4.72119 3.07227
O: -2.08349 -3.41831 2.64392
C: -2.76596 -3.66558 1.39851
O: -3.07071 -2.74256 0.68733
O: -2.89586 -4.96302 1.18913
F: -0.20841 -4.70531 2.73144
H: -3.12114 -6.31044 2.78114
H: -1.65303 -6.36979 1.64428
H: -1.64174 -4.67766 4.12731
C: -3.31025 5.69796 1.39333
C: -2.18791 5.86304 2.46650
O: -2.19628 7.21749 2.81520
C: -2.87621 7.89764 1.83491
O: -2.70273 9.04701 1.59355
O: -3.65635 7.08488 1.12966
F: -1.05630 5.51521 1.87367
H: -4.18464 5.13699 1.68861
H: -2.73236 5.22295 0.61034
H: -2.20107 5.19022 3.28877
C: 0.41913 -2.71130 6.30157
C: 0.21268 -1.25725 5.81210
O: -1.19332 -1.20165 5.80694
C: -1.78224 -2.42375 5.88498
O: -2.91982 -2.62930 5.62749
O: -0.85552 -3.39313 6.12243
F: 0.59871 -1.13007 4.49611
H: 0.76132 -2.87229 7.34129
H: 1.16171 -3.21534 5.66145
H: 0.66466 -0.48756 6.36428
C: 2.33397 5.89572 -6.27176
C: 1.83062 5.02811 -5.10850
O: 3.03485 4.57701 -4.55534
C: 4.01240 4.66543 -5.41007
O: 5.07267 4.14386 -5.28524
O: 3.60784 5.46507 -6.47320
F: 1.11515 3.94965 -5.56665
H: 2.20242 6.96580 -6.11914
H: 1.68293 5.63027 -7.11738
H: 1.28757 5.48406 -4.23847
C: 1.13365 3.15748 2.53296
C: 2.67915 3.08766 2.58110
O: 2.94972 2.22482 3.64960
C: 1.79422 2.00562 4.45704
O: 1.85797 1.42289 5.49256
O: 0.74587 2.57981 3.87306
F: 3.23983 4.34415 2.78204
H: 0.63291 2.59120 1.80177
H: 0.73754 4.16997 2.52525
H: 3.04804 2.88760 1.58053
C: 6.27530 0.38459 1.14518
C: 6.57402 -0.95827 0.60100
O: 7.22591 -1.71962 1.58037
C: 7.34646 -0.90531 2.62572
O: 7.91661 -1.15788 3.61072
O: 6.99312 0.40998 2.37457
F: 7.42114 -0.84267 -0.51972
H: 5.19547 0.48678 1.35767
H: 6.57678 1.20624 0.50556
H: 5.71680 -1.45038 0.20696
C: -4.83613 -0.02183 0.12233
C: -3.39107 0.21933 -0.34803
O: -3.41535 1.56739 -0.70420
C: -4.60607 2.17269 -0.44068
O: -4.84375 3.30812 -0.54075
O: -5.46782 1.22343 -0.00481
F: -3.07418 -0.43902 -1.52937
H: -4.94184 -0.34558 1.10854
H: -5.19273 -0.68795 -0.65048
H: -2.55915 0.05754 0.32160
C: 4.14546 -4.17401 0.43823
O: 4.50132 -3.23415 1.35661
C: 3.69344 -3.11636 2.52112
C: 4.37790 -2.41787 3.61803
O: 4.46534 -1.01420 3.40519
C: 4.78391 -0.34474 4.58842
H: 3.14881 -3.85218 -0.02449
H: 4.06677 -5.18491 0.89778
H: 4.98422 -4.21952 -0.28483
H: 3.31789 -4.03109 3.04140
H: 2.87705 -2.46033 2.22261
H: 5.35542 -2.79439 3.80304
H: 3.79348 -2.59738 4.55625
H: 4.19198 -0.78043 5.40469
H: 4.61169 0.69911 4.46234
H: 5.81706 -0.53556 4.83913
C: -1.43617 -3.09793 -3.38907
O: -1.61479 -4.53513 -3.76855
C: -2.32570 -4.64960 -5.00765
C: -2.23078 -6.08777 -5.53858
O: -3.22907 -6.90470 -4.98460
C: -3.33408 -8.11725 -5.63156
H: -0.88048 -3.05471 -2.45872
H: -2.42152 -2.61281 -3.42187
H: -0.85847 -2.62086 -4.18014
H: -2.01570 -4.04852 -5.82762
H: -3.42871 -4.35208 -4.90294
H: -1.21798 -6.43196 -5.26464
H: -2.37967 -5.98181 -6.59017
H: -2.33712 -8.67698 -5.82680
H: -3.56513 -8.04026 -6.69980
H: -4.05327 -8.73528 -5.12424
C: -4.54173 -8.48404 0.63528
O: -3.60476 -7.48066 0.38129
C: -3.11911 -7.61161 -0.98283
C: -2.04389 -6.66389 -1.25189
O: -0.83651 -6.89918 -0.53395
C: 0.39549 -6.17388 -0.92294
H: -5.26511 -8.44428 -0.19160
H: -4.96657 -8.21320 1.62405
H: -4.07790 -9.47464 0.65203
H: -3.90182 -7.21651 -1.58450
H: -2.93632 -8.63260 -1.24038
H: -2.43708 -5.65604 -0.97468
H: -1.89735 -6.59589 -2.32505
H: 0.11925 -5.13534 -1.10139
H: 0.90189 -6.65189 -1.82074
H: 1.05584 -6.15619 -0.05785
C: -1.37420 0.57480 -4.01326
O: -0.58151 -0.01066 -2.98607
C: -0.10902 0.84718 -1.89251
C: 0.30971 -0.14348 -0.84368
O: 0.76161 0.62775 0.28202
C: 1.38120 -0.13475 1.22826
H: -1.58232 -0.20496 -4.75008
H: -0.83610 1.43371 -4.40330
H: -2.31511 0.92271 -3.50986
H: -0.88479 1.46033 -1.43150
H: 0.69419 1.51447 -2.29208
H: 1.10646 -0.80940 -1.27513
H: -0.50035 -0.83886 -0.61597
H: 2.00305 -0.89231 0.84235
H: 0.65604 -0.67302 1.82459
H: 1.87480 0.60731 1.86755
C: 3.19368 6.63255 -1.36754
O: 1.85395 6.67423 -1.71646
C: 1.30058 7.96423 -1.77054
C: -0.18425 7.83138 -2.06093
O: -0.29263 6.81039 -2.97170
C: -1.53737 6.86580 -3.64388
H: 3.34987 7.19859 -0.46098
H: 3.92047 7.03271 -2.07970
H: 3.47102 5.62304 -1.13853
H: 1.81099 8.54268 -2.58399
H: 1.47911 8.57130 -0.85956
H: -0.46655 8.73803 -2.62137
H: -0.74209 7.66125 -1.17896
H: -1.49304 7.65200 -4.40182
H: -2.37006 7.00801 -2.90902
H: -1.63900 5.86200 -4.08661
C: -2.03966 1.82805 1.91993
O: -3.15381 0.99223 2.33353
C: -3.63220 1.17455 3.64988
C: -4.88124 2.03087 3.78325
O: -4.53663 3.36686 3.50133
C: -5.50830 4.32084 3.86500
H: -1.24575 1.76565 2.63563
H: -2.30180 2.89151 1.86907
H: -1.73418 1.46172 0.92306
H: -2.80627 1.68818 4.28135
H: -3.86544 0.24613 4.18046
H: -5.31711 1.95684 4.83932
H: -5.62641 1.71890 3.00179
H: -5.13329 5.37083 3.84322
H: -5.87568 4.11187 4.89050
H: -6.45460 4.34421 3.19304

Results
- E_HOMO (eV) = -9.63
- E (eV) = -146579.784
- LUMO energy (Eh) = 0.01160
- gap between HOMO and LUMO (Ha) = 0.36534

Mulliken atomic charge list, values in e, 8 entries: 0.051, 0.355, -0.322, 0.514, -0.418, -0.341, -0.323, -0.089



Molecular formula: C48H84N12
Method: DFT, the ωB97M-V functional and the def2-TZVPD basis

Positions of all 144 atoms, in Å:
C: -0.26866 0.54632 -0.94203
C: 0.48156 0.94964 0.27238
C: -0.21541 0.87317 1.65629
C: 0.56133 1.72432 2.56782
N: 1.22588 2.33097 3.33744
H: -1.16761 1.15950 -1.00518
H: -0.56562 -0.50205 -0.91307
H: 0.35045 0.69223 -1.82719
H: 0.79386 1.98229 0.11680
H: 1.41736 0.39073 0.27380
H: -0.16036 -0.18875 1.89583
H: -1.27664 1.09612 1.54585
C: 5.39944 3.16774 -2.95144
C: 5.57170 2.88546 -1.42424
C: 4.46335 3.46140 -0.46436
C: 3.98640 4.81778 -0.67563
N: 3.63817 5.92652 -0.73250
H: 6.15483 2.64760 -3.54044
H: 5.39567 4.22756 -3.20614
H: 4.47017 2.76133 -3.35065
H: 6.60689 3.14824 -1.20642
H: 5.45344 1.81206 -1.27617
H: 4.90699 3.48315 0.53103
H: 3.62696 2.76244 -0.46683
C: 0.95409 5.78760 4.73443
C: 2.05679 5.43165 5.72045
C: 3.49132 5.47634 5.06895
C: 4.04715 6.86685 5.12553
N: 4.40085 7.90782 5.15517
H: 1.31344 6.48912 3.98155
H: 0.20271 6.46458 5.14093
H: 0.52522 4.94432 4.19308
H: 1.77169 4.45201 6.10404
H: 1.98993 6.10544 6.57463
H: 3.42113 5.16369 4.02711
H: 4.16984 4.80332 5.59312
C: 0.48550 -2.03943 3.98195
C: 0.74206 -3.50097 4.26942
C: 2.16901 -3.77087 4.62270
C: 2.38664 -5.23503 5.02992
N: 2.53791 -6.28856 5.33600
H: 0.47092 -1.51936 4.93976
H: -0.43890 -1.95291 3.41088
H: 1.09659 -1.53697 3.23215
H: 0.54021 -4.06306 3.35760
H: -0.02918 -3.86222 4.94971
H: 2.53879 -3.02509 5.32639
H: 2.86971 -3.57800 3.81036
C: -4.61367 1.13864 1.32094
C: -5.37192 1.61326 2.64254
C: -4.85023 1.09720 4.03441
C: -5.65267 1.40221 5.21872
N: -6.32057 1.63404 6.17040
H: -4.85130 1.79362 0.48272
H: -4.87023 0.15669 0.92341
H: -3.54354 1.13531 1.52813
H: -6.44373 1.43906 2.54784
H: -5.34954 2.70073 2.57167
H: -3.81769 1.43012 4.13987
H: -4.78751 0.00957 4.06941
C: -2.98887 -1.99429 1.43758
C: -4.29863 -2.75024 1.77871
C: -4.47674 -4.15483 1.03651
C: -3.39164 -5.00957 1.58301
N: -2.51723 -5.62422 1.97984
H: -2.71741 -1.92235 0.38437
H: -2.22157 -2.52538 2.00089
H: -2.97778 -0.94797 1.74283
H: -5.08485 -2.12745 1.35200
H: -4.59215 -2.74834 2.82845
H: -4.55195 -4.03986 -0.04479
H: -5.39576 -4.64448 1.35860
C: 1.21928 -6.30722 -1.46136
C: 0.99856 -6.48981 0.02061
C: 1.53155 -5.26384 0.78478
C: 0.81651 -4.05441 0.46853
N: 0.13788 -3.11353 0.24617
H: 0.87462 -7.21678 -1.95331
H: 2.27086 -6.16759 -1.71199
H: 0.57449 -5.55582 -1.91712
H: 1.61396 -7.27737 0.45550
H: -0.02823 -6.81066 0.19631
H: 2.59826 -5.04710 0.72791
H: 1.36509 -5.33767 1.85947
C: 4.28112 -2.07617 1.53797
C: 4.30596 -0.56354 1.18109
C: 5.12624 0.27790 2.07303
C: 4.89756 -0.08598 3.47550
N: 4.75363 -0.24390 4.61061
H: 3.60413 -2.24393 2.37561
H: 5.26053 -2.55426 1.55474
H: 3.75715 -2.69801 0.81211
H: 3.33926 -0.08250 1.03213
H: 4.76371 -0.46337 0.19695
H: 5.01523 1.34482 1.87950
H: 6.19715 0.11816 1.94771
C: -0.73928 4.31161 -6.70290
C: -1.68301 3.48130 -5.77521
C: -1.18341 3.35824 -4.36979
C: -0.14334 2.34682 -4.23047
N: 0.69748 1.54531 -4.18959
H: -1.10585 4.24464 -7.72722
H: 0.28460 3.93899 -6.67257
H: -0.69467 5.37532 -6.46919
H: -2.02162 2.48135 -6.04638
H: -2.54748 4.12301 -5.60492
H: -1.99370 3.35243 -3.64075
H: -0.77747 4.36648 -4.28768
C: 2.72238 -1.36768 -2.43020
C: 4.14190 -1.18970 -3.00346
C: 4.37421 -1.74606 -4.41235
C: 5.46971 -1.13042 -5.17796
N: 6.29790 -0.54478 -5.72294
H: 2.10034 -0.71524 -3.04297
H: 2.60751 -1.01555 -1.40506
H: 2.27788 -2.32889 -2.68821
H: 4.94607 -1.65294 -2.43178
H: 4.40346 -0.13304 -3.05966
H: 3.48612 -1.65790 -5.03815
H: 4.60581 -2.80951 -4.35291
C: -7.08502 -0.05136 -0.98615
C: -7.11685 0.74129 -2.27931
C: -6.33625 2.02036 -2.21902
C: -4.88954 1.91625 -2.04585
N: -3.67732 1.89141 -1.94174
H: -8.07789 -0.49814 -0.93411
H: -7.14806 0.64757 -0.15212
H: -6.30549 -0.79848 -0.83699
H: -8.16424 1.01657 -2.40294
H: -6.83192 0.00859 -3.03432
H: -6.66677 2.56191 -1.33269
H: -6.63975 2.70086 -3.01458
C: -0.95319 -2.75057 -3.29472
C: -2.26352 -2.15809 -3.78157
C: -2.23587 -0.64220 -4.12943
C: -3.56230 -0.11900 -4.48598
N: -4.65265 0.25263 -4.76719
H: -1.23037 -3.76395 -3.00430
H: -0.55477 -2.24175 -2.41696
H: -0.10572 -2.88222 -3.96745
H: -3.00133 -2.28528 -2.98938
H: -2.60179 -2.65201 -4.69246
H: -1.53833 -0.36913 -4.92126
H: -2.03745 -0.00399 -3.26838

Results
- E_HOMO (alpha / beta) (eV) = 0.21 / -9.22
- E (eV) = -69013.164
- total charge = -1
- LUMO energy (alpha / beta) (Eh) = 0.06044 / 0.05899
- gap between HOMO and LUMO (alpha / beta) (Ha) = 0.05258 / 0.39795
- multiplicity = 2

Mulliken atomic charge list, values in e, 8 entries: -0.005, 0.226, 2.194, 0.104, -0.531, 0.602, -0.289, -0.309